(1)
{
  "formula": "C21H31CaF5P2S",
  "method": "wB97M-V/def2-TZVPD",
  "elements": ["C", "H", "C", "C", "F", "H", "C", "H", "F", "C", "H", "C", "P", "H", "H", "H", "C", "C", "H", "H", "C", "H", "H", "C", "S", "H", "H", "H", "H", "C", "H", "H", "C", "H", "C", "P", "H", "H", "H", "H", "C", "F", "Ca", "H", "C", "C", "C", "H", "C", "C", "H", "H", "H", "H", "H", "C", "H", "C", "F", "F", "H"],
  "xyz": [[-2.3386, -1.2363, -0.0593], [-3.4885, -0.5040, -1.7534], [0.2055, 0.7446, -0.0772], [-0.9747, -3.1400, -3.4388], [2.2610, 1.3205, 4.6901], [0.2688, -0.7240, -4.8576], [1.3736, 0.8999, 6.8684], [-1.2564, -3.1033, 0.3524], [0.5545, 0.1949, 8.9993], [0.9044, 0.8582, -3.5553], [2.5790, 2.7939, -2.1504], [1.6064, 3.3067, -2.0861], [0.2366, -1.9208, -2.8253], [0.6081, -2.7397, -0.7031], [-0.9787, 2.4847, -0.5442], [2.1866, -3.4114, -2.8034], [-0.9823, 2.9995, -3.5092], [0.0341, -0.3831, -3.8331], [-1.7720, 2.2990, -3.7961], [-0.5765, -3.6196, -4.3468], [-0.0380, -1.8904, -1.0190], [1.4272, -0.9984, 0.3047], [-3.2825, -1.7756, 0.1311], [-0.1415, 0.9373, 4.9375], [-0.4725, 1.1638, 3.2699], [-1.4423, 3.8457, -2.9946], [2.1760, -1.4809, 4.0447], [-1.8233, -0.8736, -2.1479], [1.9159, 0.5877, -3.2203], [-1.1965, 0.5909, 5.8192], [-1.1448, -3.9200, -2.6815], [-0.5065, 3.3630, -4.4272], [1.7062, -1.2247, 3.0740], [1.0638, 1.4509, 0.0043], [-0.9761, 0.3530, 7.1705], [0.2574, 2.1735, -2.4699], [2.5866, -1.8068, -3.4997], [-2.2406, -0.5599, 0.8272], [2.0147, -2.0396, 2.3965], [-1.9406, -2.6691, -3.6724], [1.1270, 1.0789, 5.5238], [-2.0076, -0.0153, 7.9708], [2.1698, 0.9704, 2.4415], [-2.9328, 1.6881, -1.0466], [-1.2200, -2.1592, -0.2022], [-2.4670, -0.4219, -1.3649], [1.8152, -2.5942, -3.4423], [1.6098, -0.3259, -1.2973], [-2.1292, 0.9614, -1.2108], [-0.8112, 1.5203, -1.0951], [1.6223, 4.1302, -2.8138], [1.6410, -3.0136, -4.4531], [-1.0339, -0.1240, -3.8738], [-0.2688, 0.6986, 0.9356], [0.6409, -1.4489, 3.2722], [0.3181, 0.4849, 7.6990], [1.5038, 3.7560, -1.0886], [0.8320, -0.5657, -0.5305], [-2.4525, 0.5534, 5.3099], [2.6221, 1.0874, 7.3600], [1.0277, 1.3927, -4.5117]],
  "charge": 0,
  "multiplicity": 1,
  "e_above_lowest_kj_mol": 488.5,
  "largest_force_ev_per_a": 4.75,
  "homo_energy_ev": [-4.47, -4.47],
  "homo_lumo_gap_ev": [3.3, 3.3]
}

(2)
{
  "formula": "C21H31Cl4FO15",
  "method": "wB97M-V/def2-TZVPD",
  "elements": ["C", "C", "C", "Cl", "O", "O", "C", "H", "C", "H", "C", "H", "C", "H", "C", "H", "H", "H", "O", "O", "C", "H", "H", "H", "H", "H", "C", "O", "O", "H", "C", "H", "C", "O", "C", "H", "C", "C", "H", "H", "H", "H", "C", "H", "C", "O", "H", "O", "O", "H", "C", "Cl", "O", "Cl", "O", "H", "H", "C", "C", "Cl", "F", "O", "H", "H", "H", "H", "O", "H", "O", "H", "H", "C"],
  "xyz": [[5.0525, -22.5192, 1.2692], [14.2494, -27.2620, -2.2579], [7.6442, -33.3890, 0.7621], [5.2959, -26.0068, 5.2195], [13.5167, -26.1860, -1.8692], [5.9812, -22.5939, 2.0078], [6.0408, -24.8310, 4.1278], [10.8634, -24.2225, 3.8372], [3.2123, -23.1451, 0.0731], [3.2508, -23.8152, -0.7864], [3.5786, -21.6979, -0.2935], [7.9922, -27.1027, 1.9032], [12.1240, -26.4639, -1.9750], [11.5094, -24.4455, -2.3526], [8.4999, -31.4951, -0.0937], [13.2163, -24.9244, 5.8844], [4.8267, -22.3216, -1.9579], [10.3684, -25.6999, -2.9180], [13.4472, -28.2703, -2.6451], [4.2197, -23.5528, 1.0021], [12.0828, -27.9052, -2.5308], [10.6330, -22.4532, 4.0137], [11.5703, -28.5873, -1.8586], [2.7921, -20.9837, -0.0692], [7.7100, -24.4622, -0.6163], [5.8358, -23.8232, 4.4589], [13.0200, -26.8887, 5.0267], [11.7271, -26.6094, 4.4619], [8.7150, -28.3889, 0.4366], [13.2564, -28.5316, 6.4342], [7.6838, -25.1067, 0.2652], [13.7709, -26.7370, 4.2557], [8.9010, -28.0763, -0.8668], [9.7046, -27.5775, 4.4394], [8.8372, -27.1996, 1.2284], [8.9957, -31.1137, -0.9764], [13.2440, -25.9704, 6.2007], [6.9948, -31.4556, -0.1887], [9.7567, -27.2604, 1.8019], [14.2005, -26.1352, 6.6979], [9.7865, -25.4916, 0.2250], [7.7520, -24.4604, 1.1407], [8.8489, -26.0439, 0.1994], [13.3684, -29.0257, 4.7010], [11.4199, -25.4263, -2.8130], [15.4334, -27.2948, -2.2344], [11.6896, -26.4448, -0.9681], [6.6277, -32.4777, 0.7147], [8.7471, -32.8821, 0.1583], [3.2492, -21.6592, -2.4171], [10.8546, -27.6064, 4.7355], [7.8012, -25.0342, 4.0347], [8.7778, -26.7584, -1.0625], [12.8041, -22.9509, 3.3404], [7.5701, -34.4619, 1.2550], [6.7263, -25.6272, 0.2965], [11.5599, -27.9315, -3.4880], [11.0611, -23.2458, 3.4131], [12.8808, -28.3777, 5.4277], [10.3284, -23.1053, 1.8079], [6.5536, -31.8349, -1.4294], [4.6710, -21.4130, 0.6142], [5.6389, -25.0183, 3.1412], [11.8364, -25.4190, -3.8237], [6.5294, -30.5175, 0.0933], [4.4923, -20.5737, -1.8970], [9.0823, -28.8729, -1.7340], [12.4639, -26.0787, 6.9592], [11.4784, -28.6180, 5.3682], [8.7878, -30.9440, 0.8026], [2.2341, -23.2701, 0.5371], [4.0817, -21.5671, -1.7118]],
  "smiles": "O=C1OC[C@@H](F)O1.C[C@H]1COC(=O)O1.C[C@H]1COC(=O)O1.C[C@H]1COC(=O)O1.C[C@H]1COC(=O)O1.ClCCl.ClCCl",
  "charge": 0,
  "multiplicity": 1,
  "largest_force_ev_per_a": 0.87,
  "homo_energy_ev": -10.94,
  "homo_lumo_gap_ev": 11.1
}

(3)
{
  "formula": "C21H31ClN4O3S",
  "method": "wB97M-V/def2-TZVPD",
  "elements": ["H", "C", "C", "N", "C", "Cl", "H", "H", "S", "H", "N", "H", "H", "C", "H", "O", "H", "C", "H", "C", "H", "C", "C", "C", "H", "H", "C", "H", "H", "H", "H", "H", "H", "H", "H", "H", "C", "H", "O", "C", "C", "H", "C", "C", "O", "C", "C", "H", "H", "H", "H", "H", "C", "C", "N", "C", "H", "H", "H", "C", "N"],
  "xyz": [[5.8361, -1.8178, 2.2520], [-3.7932, 3.1851, -0.2914], [-1.7785, 0.7567, 1.8088], [-0.5952, -0.4952, -2.6565], [-4.0000, -1.2041, -1.4267], [-2.0865, -3.4661, 1.2317], [-6.4842, -2.2694, 1.3719], [2.1012, -1.4101, 0.8476], [1.9171, -0.3072, -3.2513], [-3.1773, -0.0709, -3.0387], [4.0794, -1.0860, 0.3844], [-1.5861, 3.8907, 0.6404], [-4.7843, 3.0372, -0.7115], [-5.9590, -1.8813, 0.5010], [2.8023, 0.7878, -1.1684], [-4.6827, -2.4848, 0.5290], [-1.2078, 0.6163, -0.6694], [-2.9658, -0.7313, -2.2115], [4.7407, -1.3807, -1.5680], [-0.1877, 2.4032, -0.1291], [-0.3752, -2.2714, -0.6788], [4.4373, -0.3287, 1.5671], [-1.6491, -1.0702, -1.9229], [-0.3978, 0.3451, 1.2748], [3.7306, -0.5578, 2.3678], [2.5569, -1.7015, -0.8422], [5.0210, -0.8061, -0.6846], [6.4216, -2.3013, -0.0115], [-0.6666, 3.0529, 1.8881], [5.0446, 0.2640, -0.9496], [0.8202, 2.7350, 0.1189], [4.4352, 0.7603, 1.3836], [-5.8691, -0.7946, 0.5740], [6.1878, -0.1661, 2.8473], [-1.7393, 0.9252, 2.8903], [-2.5201, -0.0184, 1.6055], [2.1544, 0.3655, -0.3947], [-5.0084, -0.9025, -1.6536], [-4.2192, 1.0287, 0.6413], [6.4139, -1.2190, -0.2082], [0.6514, -0.1840, -2.1861], [-0.3101, -0.7394, 1.2975], [-1.1805, 2.9237, 0.9305], [-3.7492, -2.0257, -0.3308], [6.7799, -0.5197, 0.9609], [2.6902, -1.0277, 0.0081], [5.8477, -0.7493, 1.9895], [-3.8071, 4.0751, 0.3334], [-6.5107, -2.1549, -0.4038], [-0.6176, -0.6194, -3.6604], [0.3945, 0.7639, 1.8968], [-0.4299, 2.7938, -1.1187], [-0.2761, 0.8656, -0.1614], [-2.4233, -2.4161, -0.0963], [0.8053, 0.2619, -0.9153], [-1.3874, -1.9598, -0.8828], [2.1511, 1.0268, 0.4696], [-3.0822, 3.3256, -1.1018], [7.1691, -0.9777, -0.9576], [-3.4431, 1.9606, 0.5253], [-2.2390, 1.9654, 1.1469]],
  "smiles": "COc1ccc(NC(=S)N(CCN2CCOCC2)C2CCN(C(C)=O)CC2)cc1Cl",
  "charge": 0,
  "multiplicity": 1,
  "e_above_lowest_kj_mol": 15.2,
  "largest_force_ev_per_a": 0.70,
  "homo_energy_ev": -8.01,
  "homo_lumo_gap_ev": 8.5
}

Q: Number 2 is which compound?
A: C21H31Cl4FO15